# C21H23N3O5S

A single C21H23N3O5S molecule (the ωB97M-V functional and the def2-TZVPD basis, the OMol25 dataset).

The geometry in XYZ format:
```
53
C21H23N3O5S | the OMol25 dataset | the ωB97M-V functional and the def2-TZVPD basis
C 3.649 3.345 0.670
O 2.797 2.456 -0.020
C 1.482 2.734 -0.082
C 0.852 3.835 0.500
C -0.527 3.961 0.455
C -1.313 3.035 -0.212
C -2.820 3.054 -0.157
N -3.297 1.692 -0.020
C -4.004 1.038 -1.021
O -4.481 1.570 -1.988
C -4.014 -0.390 -0.623
C -4.537 -1.518 -1.226
C -4.294 -2.728 -0.583
C -3.560 -2.742 0.597
N -3.061 -1.660 1.181
C -3.292 -0.518 0.569
C -2.816 0.839 0.970
O -2.160 1.183 1.915
C -0.675 1.982 -0.857
C 0.686 1.821 -0.775
S 1.373 0.275 -1.361
O 2.535 0.470 -2.172
O 0.277 -0.463 -1.940
N 1.842 -0.351 0.113
C 0.751 -0.845 0.932
C 0.805 -2.365 1.103
C 1.283 -2.986 -0.207
C 2.736 -2.576 -0.510
C 3.737 -3.598 0.024
C 3.018 -1.189 0.095
H 3.376 3.419 1.727
H 3.642 4.341 0.217
H 4.646 2.917 0.582
H 1.426 4.577 1.032
H -0.994 4.791 0.965
H -3.162 3.653 0.691
H -3.259 3.447 -1.080
H -5.096 -1.457 -2.148
H -4.665 -3.652 -0.998
H -3.354 -3.673 1.108
H -1.223 1.238 -1.415
H -0.179 -0.564 0.433
H 0.777 -0.338 1.904
H -0.189 -2.728 1.366
H 1.488 -2.631 1.912
H 0.633 -2.630 -1.008
H 1.208 -4.074 -0.164
H 2.852 -2.502 -1.595
H 3.605 -3.740 1.094
H 4.755 -3.260 -0.157
H 3.602 -4.558 -0.470
H 3.766 -0.657 -0.493
H 3.375 -1.279 1.125
```

Calculated values
ΔE to the lowest compared entry with this formula, charge and spin ... 2.633 eV
E_HOMO ... -8.7 eV
F_max ... 0.0226 hartree/bohr
SMILES string ... COc1ccc(CN2C(=O)c3cccnc3C2=O)cc1S(=O)(=O)N1CCC[C@H](C)C1
2S+1 ... 1
Molecular weight ... 429.50 Da
HOMO-LUMO gap ... 8.10 eV

Atom charges from the Löwdin analysis, given in e for atoms 1 to 8: -0.0616 -0.0802 -0.2563 0.0078 -0.0110 -0.1935 -0.0557 0.0301